Below is a molecular structure, C11H30CaNO7, with properties calculated with ωB97M-V/def2-TZVPD.

Cartesian coordinates (Å):
1 Ca 6.7861 -17.1138 0.0874
2 C 6.9980 -20.2824 -1.7465
3 O 7.4666 -19.0430 -1.2924
4 H 7.7163 -21.0691 -1.5159
5 H 6.0605 -20.4817 -1.2273
6 H 6.9286 -20.3909 -2.8289
7 C 6.6321 -14.2132 2.3823
8 O 6.3928 -15.0885 1.3284
9 H 7.1954 -14.6285 3.2179
10 H 7.0465 -13.2463 2.0969
11 H 5.7190 -13.7689 2.7785
12 C 4.6494 -16.3321 -2.5370
13 O 5.6083 -15.8776 -1.6774
14 H 4.2894 -17.3211 -2.2536
15 H 3.7584 -15.7123 -2.4367
16 H 4.8552 -16.2230 -3.6018
17 C 8.8968 -17.4576 2.5963
18 O 8.5826 -18.1469 1.4413
19 H 8.1366 -17.5483 3.3722
20 H 9.7468 -17.9218 3.0963
21 H 9.1333 -16.3986 2.4929
22 C 9.4128 -15.1791 -1.6243
23 O 8.9221 -16.4125 -1.0709
24 H 10.4394 -15.0287 -1.2904
25 H 9.4120 -15.4475 -2.6807
26 H 8.6778 -14.4033 -1.4101
27 C 1.2296 -16.6973 0.2320
28 O 2.2029 -17.4908 0.8623
29 C 3.1969 -16.6137 1.4915
30 C 4.3111 -17.3867 2.1965
31 N 4.9027 -18.4958 1.4470
32 C 5.4620 -19.6155 2.2166
33 C 4.5790 -20.2509 3.2858
34 O 5.0565 -21.5268 3.7987
35 C 6.2313 -21.4569 4.5452
36 H 0.4034 -17.2578 -0.2056
37 H 1.7486 -16.1120 -0.5270
38 H 0.7652 -16.1342 1.0415
39 H 2.8049 -16.0405 2.3317
40 H 3.6269 -15.8836 0.8057
41 H 3.7409 -17.8602 2.9957
42 H 5.0374 -16.6426 2.5237
43 H 4.1247 -18.8368 0.9005
44 H 6.3298 -19.2093 2.7363
45 H 5.9102 -20.3135 1.5094
46 H 3.6035 -20.4723 2.8529
47 H 4.3086 -19.5713 4.0939
48 H 6.1711 -22.5146 4.8016
49 H 6.2072 -20.7623 5.3848
50 H 7.1893 -21.3622 4.0339

For the LUMO energy, the calculation gives 0.23606 hartree. The frontier orbital gap comes out at 2.488 eV. The energy above the lowest of the compared OMol25 structures with the same formula, charge and spin comes out at 0.000 eV. The HOMO energy is 3.94 eV. As for the total charge: -3.

=====

Below is a gas-phase ion, C19H26NO3 (charge +1), with properties calculated with ωB97M-V/def2-TZVPD.

Cartesian coordinates (Å):
1 C -4.0920 -1.8795 -0.5531
2 H -3.3498 -2.4988 -1.0516
3 C -3.5873 -0.4484 -0.4305
4 C -2.3177 -0.3933 0.4377
5 N -1.6331 0.8971 0.2223
6 H -0.5973 0.8068 0.3786
7 C -2.1221 2.0273 1.0417
8 C -1.5570 3.3505 0.5323
9 H -1.9023 4.1535 1.1818
10 C -0.0310 3.3585 0.4941
11 H 0.3858 3.0251 1.4528
12 H 0.3363 4.3719 0.2935
13 O 0.3734 2.4818 -0.5534
14 C 1.7022 2.0757 -0.5090
15 C 2.6723 2.7131 -1.2593
16 C 3.9718 2.2342 -1.2551
17 C 4.2911 1.1187 -0.5042
18 C 3.3273 0.4731 0.2546
19 C 2.0304 0.9556 0.2676
20 O 0.9820 0.4248 1.0028
21 C 1.1655 -0.8254 1.6459
22 C 1.2753 -1.9989 0.7003
23 C 0.9442 -1.8908 -0.6432
24 C 1.0425 -2.9933 -1.4763
25 C 1.4633 -4.2108 -0.9728
26 C 1.7925 -4.3239 0.3685
27 C 1.7011 -3.2237 1.2004
28 H 1.9629 -3.3103 2.2447
29 H 2.1272 -5.2693 0.7660
30 H 1.5413 -5.0677 -1.6233
31 H 0.7927 -2.8941 -2.5216
32 H 0.6339 -0.9422 -1.0603
33 H 0.2772 -0.9400 2.2794
34 H 2.0367 -0.7865 2.3091
35 H 3.5981 -0.4053 0.8172
36 H 5.2993 0.7359 -0.5053
37 H 4.7281 2.7293 -1.8423
38 H 2.3941 3.5704 -1.8516
39 H -1.9247 3.5455 -0.4764
40 H -3.2122 2.0554 0.9994
41 H -1.8139 1.8555 2.0757
42 H -1.7711 1.1202 -0.7782
43 H -2.5597 -0.5236 1.4922
44 H -1.6464 -1.1952 0.1209
45 O -3.2041 0.1051 -1.6775
46 H -3.8448 -0.1393 -2.3528
47 H -4.3757 0.1788 0.0155
48 H -4.2918 -2.2935 0.4307
49 H -5.0145 -1.9095 -1.1279

For the LUMO energy, the calculation gives -0.07656 hartree. The frontier orbital gap comes out at 9.515 eV. The energy above the lowest of the compared OMol25 structures with the same formula, charge and spin comes out at 0.000 eV. The HOMO energy is -11.60 eV. As for the total charge: +1.

=====

Question: Which of these has the lowest total charge?
Answer: C11H30CaNO7